Record 1
This record from OMol25 describes a cluster of 2 separate species, C5H8N2 in total. The level of theory is ωB97M-V with the def2-TZVPD basis set.

structure (SMILES): C1=CCN=C1.C=N
energy above the lowest of the compared OMol25 structures with the same formula, charge and spin: 64.10 kcal/mol
HOMO-LUMO gap: 10.2985 eV

Geometry as XYZ:
```
15
C5H8N2 ωB97M-V with the def2-TZVPD basis set
C -1.54177 -1.05402 0.78197
C -0.52826 -0.54568 0.11596
C -1.15137 0.44704 -0.89409
N -2.55479 0.45140 -0.55497
C -2.80501 -0.37323 0.36320
H -1.54199 -1.62085 1.63612
H 0.55732 -0.64647 0.30913
H -0.50459 1.39567 -0.82994
H -1.06296 0.18416 -1.90819
H -3.71793 -0.38131 0.79421
C 3.00096 0.21951 -0.31461
N 2.31099 0.89822 0.47087
H 4.11473 0.05453 -0.10265
H 2.60734 -0.17967 -1.18952
H 2.81734 1.15071 1.32251
```

These are the Löwdin partial charges, in e, on atoms 1 to 8:
1. C -0.081
2. C -0.073
3. C -0.214
4. N 0.018
5. C -0.138
6. H 0.061
7. H 0.069
8. H 0.140

---

Record 2
This record from OMol25 describes the molecule C5H8N2. The level of theory is ωB97M-V with the def2-TZVPD basis set.

structure (SMILES): C1=NN[C@@H]2C[C@H]2C1
energy above the lowest of the compared OMol25 structures with the same formula, charge and spin: 102.17 kcal/mol
HOMO-LUMO gap: 10.4553 eV

Geometry as XYZ:
```
15
C5H8N2 ωB97M-V with the def2-TZVPD basis set
C 1.65125 0.24104 -0.01305
N 1.55184 -0.99555 -0.24134
N 0.30347 -1.70970 -0.14119
C -0.56313 -0.69797 0.29127
C -1.85843 -0.21514 -0.05024
C -0.62159 0.44612 -0.51003
C 0.53041 1.37969 0.04893
H 2.75914 0.51637 -0.11693
H 0.60100 -2.37789 0.51747
H -0.19807 -0.38157 1.28176
H -2.41457 -0.54785 -0.97334
H -2.52936 0.23030 0.72291
H -0.39038 0.18735 -1.52329
H 0.79068 2.33480 -0.40272
H 0.38775 1.59000 1.10977
```

These are the Löwdin partial charges, in e, on atoms 1 to 8:
1. C -0.166
2. N 0.006
3. N 0.023
4. C -0.439
5. C -0.038
6. C -0.262
7. C -0.068
8. H 0.120

---

Record 3
This record from OMol25 describes the molecule C5H8N2. The level of theory is ωB97M-V with the def2-TZVPD basis set.

structure (SMILES): Cc1cnn(C)c1
energy above the lowest of the compared OMol25 structures with the same formula, charge and spin: 13.29 kcal/mol
HOMO-LUMO gap: 9.8548 eV

Geometry as XYZ:
```
15
C5H8N2 ωB97M-V with the def2-TZVPD basis set
C 2.43996 -0.43646 0.01163
C 1.03385 0.07654 0.02246
C 0.54362 1.30333 0.51728
N -0.77918 1.37932 0.44679
N -1.15659 0.22094 -0.10761
C -2.55456 -0.13869 -0.15416
C -0.10472 -0.58809 -0.37555
H 3.16615 0.38278 0.04176
H 2.64108 -1.03520 -0.88191
H 2.62842 -1.07366 0.88318
H 1.11206 2.13631 0.91416
H -2.78997 -0.61700 -1.10883
H -3.13492 0.77643 -0.04152
H -2.79976 -0.82600 0.66238
H -0.24544 -1.56054 -0.83007
```

These are the Löwdin partial charges, in e, on atoms 1 to 8:
1. C -0.065
2. C -0.280
3. C -0.126
4. N 0.064
5. N -0.232
6. C -0.029
7. C -0.048
8. H 0.074

---

Record 4
This record from OMol25 describes the molecule C5H8N2. The level of theory is ωB97M-V with the def2-TZVPD basis set.

structure (SMILES): CC1(C)N[C@H]1C#N
energy above the lowest of the compared OMol25 structures with the same formula, charge and spin: 98.33 kcal/mol
HOMO-LUMO gap: 8.8158 eV

Geometry as XYZ:
```
15
C5H8N2 ωB97M-V with the def2-TZVPD basis set
C -0.86337 1.45073 0.07174
C -0.22021 0.09990 0.02628
C -1.09530 -1.08353 0.43942
N 0.41055 -0.36560 -1.14574
C 1.18299 -0.12634 0.50372
C 2.33075 -0.16307 -0.36146
N 3.28303 -0.58136 -0.88315
H -1.34410 1.60051 1.04220
H -1.62239 1.48783 -0.71340
H -0.12353 2.24009 -0.08660
H -1.91939 -1.12049 -0.27863
H -0.53073 -2.01614 0.31977
H -1.48418 -1.01259 1.45319
H 0.70909 0.46305 -1.69761
H 1.28678 -0.87299 1.31028
```

These are the Löwdin partial charges, in e, on atoms 1 to 8:
1. C -0.023
2. C -0.672
3. C -0.038
4. N 0.147
5. C 0.001
6. C -0.321
7. N 0.133
8. H 0.089

---

Record 5
This record from OMol25 describes the molecule C5H8N2. The level of theory is ωB97M-V with the def2-TZVPD basis set.

structure (SMILES): C/N=C/C1=N[C@@H]1C
energy above the lowest of the compared OMol25 structures with the same formula, charge and spin: 62.70 kcal/mol
HOMO-LUMO gap: 9.8614 eV

Geometry as XYZ:
```
15
C5H8N2 ωB97M-V with the def2-TZVPD basis set
C -2.27996 0.81834 -1.54568
N -1.18767 0.44636 -0.68363
C -0.92696 -0.77883 -0.49440
C 0.30466 -1.04002 0.24648
N 1.03203 -1.91082 0.78832
C 1.60980 -0.50286 0.52498
C 1.97811 0.37582 1.69309
H -2.61910 0.01140 -2.21094
H -1.94046 1.66785 -2.14562
H -3.11939 1.16499 -0.93444
H -1.48952 -1.61923 -0.92930
H 2.30329 -0.43135 -0.31799
H 1.36301 0.14038 2.56553
H 3.03010 0.21438 1.95496
H 1.85513 1.44006 1.45764
```

These are the Löwdin partial charges, in e, on atoms 1 to 8:
1. C -0.131
2. N -0.002
3. C -0.112
4. C -0.288
5. N 0.204
6. C -0.287
7. C -0.081
8. H 0.076

---

Record 6
This record from OMol25 describes the molecule C5H8N2. The level of theory is ωB97M-V with the def2-TZVPD basis set.

structure (SMILES): [H]/N=C1\CC=CN1C
energy above the lowest of the compared OMol25 structures with the same formula, charge and spin: 14.92 kcal/mol
HOMO-LUMO gap: 8.8493 eV

Geometry as XYZ:
```
15
C5H8N2 ωB97M-V with the def2-TZVPD basis set
H -1.45145 2.17691 -0.98213
N -1.56800 1.21849 -0.66042
C -0.43958 0.73075 -0.31841
C 0.96092 1.34213 -0.29354
C 1.83786 0.18859 0.12358
C 1.04824 -0.86077 0.36713
N -0.29897 -0.57189 0.13268
C -1.40978 -1.46349 0.35442
H 1.21846 1.77062 -1.26948
H 0.98562 2.16383 0.43651
H 2.91578 0.21931 0.21104
H 1.31935 -1.85986 0.69016
H -2.28691 -1.01292 -0.11572
H -1.21835 -2.44170 -0.10142
H -1.61320 -1.60000 1.42560
```

These are the Löwdin partial charges, in e, on atoms 1 to 8:
1. H 0.042
2. N 0.114
3. C -0.397
4. C -0.106
5. C -0.093
6. C -0.090
7. N -0.126
8. C -0.046

---

Record 7
This record from OMol25 describes a structure of composition C5H8N2. The level of theory is ωB97M-V with the def2-TZVPD basis set.

energy above the lowest of the compared OMol25 structures with the same formula, charge and spin: 79.84 kcal/mol
HOMO-LUMO gap: 10.0430 eV

Geometry as XYZ:
```
15
C5H8N2 ωB97M-V with the def2-TZVPD basis set
C 1.62637 -0.45966 -0.46645
C 0.62504 0.35415 0.32451
C -0.39286 1.29827 -0.38588
N -1.36609 0.80362 0.59644
C -0.63461 -0.25725 0.92252
C -1.11777 -1.61202 -0.83360
N -1.43960 -2.28129 0.08133
H 1.13168 -0.92976 -1.31799
H 2.44353 0.18484 -0.80805
H 2.04785 -1.25001 0.16419
H 1.12653 0.90790 1.13199
H -0.63201 0.92323 -1.38894
H -0.22261 2.37835 -0.36215
H -2.37843 0.86564 0.58820
H -0.81703 -0.92599 1.75389
```

These are the Löwdin partial charges, in e, on atoms 1 to 8:
1. C -0.078
2. C -0.306
3. C -0.114
4. N 0.040
5. C -0.107
6. C -0.234
7. N -0.058
8. H 0.042

---

Record 8
This record from OMol25 describes the molecule C5H8N2. The level of theory is ωB97M-V with the def2-TZVPD basis set.

structure (SMILES): Cc1cc(N)c[nH]1
energy above the lowest of the compared OMol25 structures with the same formula, charge and spin: 36.17 kcal/mol
HOMO-LUMO gap: 8.9435 eV

Geometry as XYZ:
```
15
C5H8N2 ωB97M-V with the def2-TZVPD basis set
C 2.34029 -0.52821 -0.05683
C 0.93809 -0.00801 0.01308
C -0.16913 -0.71943 -0.38294
C -1.33040 0.02900 -0.08804
N -2.62105 -0.35233 -0.37728
C -1.07817 1.19449 0.55409
N 0.57777 1.19867 0.51622
H 2.67232 -0.90187 0.90836
H 2.42429 -1.37166 -0.73949
H 3.10005 0.17732 -0.38552
H -0.17126 -1.69982 -0.83369
H -3.39820 0.24824 -0.53112
H -2.99941 -1.17654 0.03053
H -1.65902 2.12064 0.50819
H 1.36184 1.77924 0.86608
```

These are the Löwdin partial charges, in e, on atoms 1 to 8:
1. C -0.039
2. C -0.384
3. C -0.032
4. C -0.427
5. N 0.076
6. C 0.042
7. N 0.065
8. H 0.077

---

Look up the energy above the lowest of the compared OMol25 structures with the same formula, charge and spin of the fifth one. 62.70 kcal/mol

---

What is the HOMO-LUMO gap in the second record? 10.4553 eV

---

Among the records above, which one has the highest HOMO-LUMO gap? number 2

---

What is the HOMO-LUMO gap in the sixth record? 8.8493 eV